[1]
75
Properties=species:S:1:pos:R:3:lowdin_spin:R:1 method="wB97M-V/def2-TZVPD" s_squared=2.022 e_tot_ha=-4997.84408 lumo_ev="-2.869 / -6.891" charge=+1 de_lowest_kj_mol=31.8 multiplicity=3
Au 0.80843 -1.95258 0.43347 0.586
C -0.95202 7.18711 -0.98583 0.001
C -0.94162 5.96406 -0.11555 0.006
C -2.09448 5.18911 0.04738 0.007
C -2.10553 4.08803 0.88262 0.000
C -0.95250 3.72788 1.56642 0.002
N -0.97019 2.58044 2.39180 0.001
C -0.49893 2.61769 3.67197 0.000
O -0.01324 3.58538 4.20765 0.000
N -0.61376 1.41546 4.39992 0.001
C -0.48628 0.09536 3.98506 0.003
C -0.77285 -0.93092 4.88582 -0.003
C -0.60436 -2.24856 4.51044 0.003
C -0.16838 -2.53873 3.23375 0.004
N 0.09666 -1.55686 2.36706 0.074
C -0.03784 -0.27185 2.71617 0.008
C 0.21362 4.47968 1.40820 0.006
C 0.20832 5.58467 0.57840 0.000
H -1.62391 7.06703 -1.83666 0.000
H 0.04496 7.41797 -1.36017 0.000
H -1.30018 8.05643 -0.42337 0.000
H -3.00242 5.46455 -0.47629 0.000
H -3.00443 3.49825 0.99551 0.000
H -1.62254 1.84918 2.12575 0.000
H -0.44219 1.58910 5.37910 0.000
H -1.12533 -0.68543 5.87988 0.000
H -0.81483 -3.05278 5.20041 0.001
H -0.02777 -3.55265 2.88738 0.001
H 0.21038 0.46041 1.96487 0.002
H 1.10829 4.20601 1.94963 0.000
H 1.11305 6.17117 0.47092 0.000
N -0.61434 -5.79341 -3.45791 0.000
C -1.84906 -5.37805 -3.07150 0.001
O -2.85778 -5.62870 -3.69234 0.001
C -1.92273 -4.53843 -1.82250 0.005
C -3.16157 -4.38970 -1.20648 -0.005
C -3.26844 -3.58959 -0.08671 0.006
C -2.14076 -2.93820 0.37827 0.007
N -0.95432 -3.08469 -0.21286 0.144
C -0.84039 -3.86409 -1.29452 0.008
H -0.57504 -6.40493 -4.25713 0.000
H 0.16840 -5.79672 -2.82977 0.000
H -4.01638 -4.89553 -1.63551 0.000
H -4.21452 -3.43685 0.41143 0.001
H -2.19198 -2.25469 1.21362 0.001
H 0.14397 -3.89861 -1.74288 0.001
N 5.46969 -2.25990 -1.11368 0.001
C 4.60366 -2.58265 0.00868 0.001
C 3.88378 -1.31809 0.44420 0.019
O 4.37775 -0.22072 -0.06809 0.012
O 2.92750 -1.30101 1.21213 0.048
H 6.32738 -2.79166 -1.11757 0.000
H 5.11242 -0.54913 -0.66552 0.000
H 4.98761 -2.37531 -2.00006 0.000
H 5.19391 -2.91636 0.86438 0.001
H 3.84743 -3.34165 -0.19293 0.000
F -2.44507 0.38644 1.06262 0.000
B -1.97313 0.40887 -0.27158 0.000
F -2.37907 1.56430 -0.92276 0.005
F -0.53729 0.39314 -0.21038 0.006
F -2.40283 -0.71758 -0.96576 -0.001
Br -1.16638 3.60626 -3.05518 0.239
C -0.17711 2.09438 -2.80115 0.211
C 1.00789 2.17271 -2.03555 0.071
C 1.75559 1.04491 -1.85979 0.034
C 1.32149 -0.17830 -2.41048 0.216
C 0.14850 -0.24722 -3.18356 0.034
C -0.60472 0.87607 -3.37896 0.080
C 2.17353 -1.40588 -2.23248 0.013
O 3.15187 -1.50337 -2.94924 0.066
O 1.79952 -2.29687 -1.37691 0.071
H 1.29807 3.12101 -1.60422 0.000
H 2.66940 1.07358 -1.28204 -0.001
H -0.17256 -1.19435 -3.59645 -0.001
H -1.53198 0.84598 -3.93260 0.000

---

[2]
11
Properties=species:S:1:pos:R:3:nbo_charge:R:1 method="wB97M-V/def2-TZVPD" e_tot_ha=-876.79175 lumo_ev=2.909 charge=-1 de_lowest_kj_mol=47.9
S -3.71271 2.51186 0.88698 -1.071
H -3.55874 1.21943 0.57406 0.074
C 1.24827 0.40566 -1.17138 -0.745
S 1.91118 -0.39454 0.29918 0.167
C 0.41419 -1.22006 0.85868 -0.747
H 0.85875 -0.27609 -1.92263 0.204
H 0.41606 1.05169 -0.89554 0.238
H 2.08558 0.95177 -1.57805 0.218
H 0.09917 -1.92747 0.09339 0.204
H -0.37004 -0.52682 1.08825 0.237
H 0.60828 -1.79543 1.76706 0.221

---

[3]
35
Properties=species:S:1:pos:R:3:nbo_charge:R:1 method="wB97M-V/def2-TZVPD" smiles=CC(C)CCNCO.O.O.O.O e_tot_ha=-673.34321 lumo_ev=0.484 de_lowest_kj_mol=60.5
C -1.37821 -1.34134 -2.05667 -0.212
N 0.07569 -1.24870 -2.15951 -0.659
C 0.72345 -0.06495 -2.62874 0.099
O 1.12381 0.83179 -1.57662 -0.810
C -1.78510 -1.80767 -0.68921 -0.402
C -1.36300 -0.86708 0.42942 -0.245
C -2.23772 0.37373 0.48492 -0.621
C -1.36715 -1.59534 1.76941 -0.593
H -1.84576 -0.37648 -2.29335 0.179
H -1.74110 -1.95949 -2.87913 0.185
H 0.58771 -1.82677 -1.49897 0.368
H -0.04971 0.41204 -3.19919 0.173
H 1.66708 -0.39207 -3.05117 0.175
H 0.60521 1.62863 -1.37896 0.524
H -2.83026 -2.05443 -0.58316 0.210
H -1.32157 -2.81057 -0.62449 0.193
H -0.33900 -0.54511 0.23548 0.212
H -2.72816 0.72487 -0.40921 0.201
H -3.02971 0.25307 1.23733 0.198
H -1.62837 1.19612 0.84988 0.236
H -0.39378 -2.01287 2.05261 0.199
H -1.58440 -0.92836 2.60767 0.210
H -2.10110 -2.38092 1.75793 0.201
H 1.77188 2.23134 2.76672 0.489
H 2.31913 1.94882 1.41371 0.494
O 2.06211 2.70485 1.97170 -0.952
H 0.75705 2.90436 0.92208 0.512
H -0.40300 3.40901 -0.07388 0.475
O 0.19011 2.67975 0.14828 -1.012
H 3.84576 0.21447 -0.02826 0.477
H 2.39480 0.77209 -0.49451 0.513
O 3.23631 0.96365 -0.02544 -1.001
H 2.53210 0.01984 1.67074 0.483
H 2.08445 -0.99599 2.77530 0.476
O 2.15044 -0.06028 2.55728 -0.974

---

[4]
20
Properties=species:S:1:pos:R:3:nbo_charge:R:1 method="wB97M-V/def2-TZVPD" smiles="[H]/N=C(/N)NC.CC(=O)O" e_tot_ha=-473.79840 lumo_ev=0.822 de_lowest_kj_mol=11.5
C 3.81769 0.64618 -0.06615 -0.406
C 1.50334 -0.15975 -0.44186 0.609
N 0.84993 -1.36138 -0.69646 -0.815
N 2.73949 -0.30149 0.14556 -0.626
N 0.89589 0.92700 -0.74068 -0.830
H 0.89478 -1.95041 0.13858 0.369
H -0.13225 -1.13849 -0.80703 0.409
H 3.03337 -1.24389 0.32672 0.387
H 1.46035 1.73806 -0.51323 0.344
H -0.87624 0.91724 -0.16201 0.520
H 3.41421 1.60078 -0.40535 0.204
H 4.48739 0.33744 -0.86733 0.191
H 4.40740 0.78622 0.82779 0.203
C -3.83215 0.09547 0.83531 -0.722
C -2.41597 -0.13480 0.41623 0.808
O -1.88288 -1.21331 0.28901 -0.640
O -1.78598 1.02942 0.21604 -0.713
H -3.84208 0.88647 1.57820 0.236
H -4.25146 -0.79700 1.27092 0.230
H -4.44377 0.45253 0.01126 0.242

---

[5]
96
Properties=species:S:1:pos:R:3:mulliken_charge:R:1 method="wB97M-V/def2-TZVPD" e_tot_ha=-5862.58262 lumo_ev=1.882 charge=-1
C 5.31311 4.54382 3.63738 -1.081
C 4.90025 3.14824 2.81155 0.059
C 6.30551 2.45198 2.34216 -0.781
Br 7.40637 3.94057 1.48558 -0.144
P 6.06174 0.95691 1.11719 0.970
C 7.87739 0.87084 0.49951 -0.556
C 9.00952 0.76810 1.67342 -0.476
C 9.87731 -0.66157 1.64430 0.733
F 9.21356 -1.76414 2.37667 -0.248
F 11.13319 -0.35010 2.42460 -0.302
F 10.31031 -1.05392 0.28237 -0.256
P 6.16998 -0.60292 2.63264 0.326
O 4.83817 -0.44953 3.52916 -0.712
O 5.78216 -0.10209 -0.28406 -0.664
C 4.37107 0.07120 -0.76460 -0.268
P 4.01901 1.55219 -1.96310 0.489
O 3.80006 3.03181 -1.04632 -0.526
O 2.49443 1.26170 -2.81079 -0.476
S 5.49339 1.83171 -3.23485 -0.448
C 3.51807 0.06297 0.63632 0.334
C 1.96455 0.60668 0.65639 -0.576
C 1.19009 0.22275 2.08325 -0.519
C -0.37805 0.79923 2.11647 0.653
C -0.26591 2.37445 2.56835 -1.046
C -1.29003 -0.13616 3.11403 -0.882
O 3.36076 -1.34553 1.02984 -0.075
N 2.63338 -2.04957 0.14593 0.074
O 3.35407 -3.03073 -0.11453 -0.391
O 4.33298 0.95026 1.53185 -0.301
H 4.38157 4.73807 4.35870 0.338
H 5.37534 5.48404 2.94203 0.287
H 6.23442 4.39503 4.34445 0.277
H 4.21578 3.52578 1.92067 0.050
H 4.28710 2.51337 3.61564 0.188
H 6.82757 2.05214 3.33863 0.462
H 5.95512 2.02446 0.13217 -0.090
H 7.95228 -0.14363 -0.12623 0.329
H 8.14188 1.72213 -0.29453 0.355
H 8.64150 0.99331 2.75924 0.198
H 9.82417 1.60551 1.42648 0.268
H 7.27080 -0.50040 3.55474 0.188
H 6.07396 -1.89497 2.00325 0.019
H 4.28971 -0.83432 -1.51088 0.441
H 2.81190 3.19353 -0.99164 0.289
H 1.83843 1.98923 -2.59337 0.328
H 1.29013 0.19393 -0.21040 0.376
H 1.96073 1.79288 0.52770 -0.153
H 1.76760 0.68305 3.02088 0.053
H 1.09411 -0.93553 2.25622 0.279
H -0.77976 0.64518 1.01286 0.214
H 0.15643 2.96536 1.62555 0.206
H 0.55580 2.51548 3.41683 0.252
H -1.29587 2.78207 2.95095 0.348
H -2.37268 -0.34959 2.66234 -0.022
H -0.82070 -1.21728 3.28737 0.300
H -1.41993 0.34732 4.18758 0.275
C -5.57537 1.02277 0.58742 -1.010
C -5.42973 0.05059 1.74715 -0.451
C -5.00078 -1.35311 1.31146 -0.668
C -5.98429 -2.08470 0.39053 -0.057
C -7.39827 -2.26309 0.94913 -0.505
C -7.44363 -3.10855 2.21245 -1.243
H -6.35940 0.70901 -0.10694 0.135
H -5.84262 2.01663 0.96168 0.417
H -4.63652 1.11227 0.03295 0.243
H -6.36748 0.00684 2.31130 0.292
H -4.67427 0.44416 2.43839 0.352
H -4.82176 -1.95915 2.20764 0.392
H -4.03347 -1.28469 0.79791 0.429
H -5.56791 -3.07254 0.15675 0.496
H -6.05025 -1.55341 -0.56640 -0.461
H -8.01416 -2.74955 0.18323 0.411
H -7.86066 -1.28950 1.14135 0.263
H -7.02166 -4.10221 2.03220 0.298
H -8.48001 -3.23639 2.54197 0.387
H -6.89128 -2.64049 3.03210 0.272
C -6.07770 -0.31779 -3.18426 -1.253
C -6.25437 -1.73259 -3.71195 -0.184
C -5.02182 -2.26307 -4.44924 -0.764
C -4.62706 -1.48804 -5.71181 -0.728
C -5.71256 -1.38664 -6.78634 -0.362
C -6.12969 -2.73649 -7.34913 -1.191
H -5.92388 0.39959 -3.99481 0.457
H -6.97183 -0.00808 -2.63302 0.334
H -5.22398 -0.25927 -2.50264 0.231
H -7.13667 -1.77692 -4.35936 0.324
H -6.46269 -2.39676 -2.86406 0.228
H -5.19291 -3.31520 -4.70661 0.342
H -4.16753 -2.25820 -3.76057 0.345
H -3.74070 -1.96645 -6.14693 0.389
H -4.31414 -0.47466 -5.43343 0.303
H -5.32906 -0.77085 -7.60871 0.382
H -6.59147 -0.86349 -6.39584 0.243
H -5.27172 -3.26090 -7.78134 0.292
H -6.87521 -2.59991 -8.13942 0.371
H -6.57525 -3.37453 -6.58078 0.285

---

[6]
18
Properties=species:S:1:pos:R:3:nbo_charge:R:1 method="wB97M-V/def2-TZVPD" smiles="C=NC(=C)CCC[O-]" e_tot_ha=-364.53124 lumo_ev=3.459 charge=-1 de_lowest_kj_mol=61.9
C -0.26798 -0.99677 -2.09563 -0.013
O 0.06425 -2.00053 -2.93985 -0.967
C 0.98250 -0.59142 -1.21166 -0.409
C 0.73128 0.51745 -0.11285 -0.474
C -0.48919 0.34693 0.71301 0.162
C -1.73842 0.69514 0.45120 -0.454
C 0.35327 0.34878 2.87835 -0.055
N -0.30089 -0.26649 2.01386 -0.386
H -0.47749 -0.02314 -2.61341 0.051
H -1.13279 -1.26999 -1.46331 0.095
H 1.74836 -0.25283 -1.90427 0.189
H 1.33008 -1.49319 -0.70676 0.181
H 0.82104 1.48712 -0.60665 0.211
H 1.59517 0.48904 0.56317 0.194
H -1.94257 1.15055 -0.51579 0.199
H -2.64042 0.47156 0.99479 0.197
H 0.55544 0.05518 3.90658 0.156
H 0.80834 1.33261 2.64923 0.124

---

[7]
83
Properties=species:S:1:pos:R:3:mulliken_charge:R:1 method="wB97M-V/def2-TZVPD" e_tot_ha=-3725.22257 lumo_ev=-3.699 charge=+1 de_lowest_kj_mol=0.0
C 6.16365 2.97415 0.30064 -1.133
C 6.60768 1.55015 0.10889 0.340
I 8.42242 1.14297 1.01226 0.243
C 5.93774 0.62341 -0.59814 -0.370
I 6.71262 -1.25704 -1.03882 0.231
P 4.36840 0.95639 -1.37520 0.111
C 3.41029 -0.47320 -1.95138 -1.237
C 2.95180 -1.47275 -0.91303 0.277
C 1.92124 -1.12766 -0.04800 1.153
C 1.46950 -2.02298 0.90139 -0.957
C 2.03106 -3.28387 0.98276 -0.979
C 3.03050 -3.64942 0.09800 -0.829
C 3.48690 -2.74742 -0.84696 -0.420
C 3.26133 1.95917 -0.37177 -1.097
C 3.28179 1.58707 1.14301 0.978
C 1.99900 1.61942 1.83254 -1.490
O 3.11924 2.66360 2.00047 -0.624
H 5.64847 3.35980 -0.57797 0.284
H 7.02610 3.61551 0.46009 0.514
H 5.52962 3.08788 1.18244 0.214
H 4.66833 1.67334 -2.53519 0.143
H 2.52177 0.00699 -2.37427 0.396
H 3.94218 -0.94236 -2.77672 0.638
H 1.45421 -0.15610 -0.11967 -0.207
H 0.68012 -1.74477 1.58781 0.650
H 1.68025 -3.98323 1.72883 0.516
H 3.44541 -4.64632 0.13928 0.434
H 4.26224 -3.04358 -1.53846 0.621
H 3.53896 3.00882 -0.43501 0.752
H 2.24787 1.85236 -0.75813 0.449
H 3.98328 0.80242 1.45473 0.664
H 1.22974 2.18919 1.33681 0.349
H 1.86754 1.17973 2.80864 0.330
C -2.04898 -0.99505 1.16095 -0.696
C -1.77604 -1.46542 -0.25334 0.620
O -1.42205 -0.24479 -0.91376 -0.331
C -0.91874 0.59212 0.02141 0.775
O -0.31096 1.58935 -0.22692 -0.603
O -1.17191 0.14567 1.25717 -0.331
F -2.86387 -1.98996 -0.83701 -0.291
H -3.08254 -0.66803 1.27286 0.385
H -1.80742 -1.72873 1.92282 0.321
H -0.94656 -2.16902 -0.34278 0.189
C -3.19030 2.90569 -2.66404 -0.303
C -4.16015 1.98082 -1.96059 0.467
O -5.24464 1.93169 -2.86401 -0.296
C -4.75404 2.16179 -4.12313 0.551
O -5.34256 1.95208 -5.12257 -0.485
O -3.49375 2.65138 -4.03847 -0.345
F -4.58438 2.48250 -0.77513 -0.298
H -3.40988 3.94651 -2.42259 0.313
H -2.14674 2.68791 -2.45397 0.181
H -3.78319 0.96838 -1.79924 0.207
C -3.92449 -5.21158 -3.13486 -0.389
C -2.95902 -6.34025 -2.82777 0.272
O -2.28728 -5.85231 -1.67710 -0.285
C -3.12182 -4.99128 -1.03477 0.682
O -2.95888 -4.60072 0.07224 -0.528
O -4.15419 -4.65691 -1.83383 -0.290
F -2.06116 -6.53843 -3.81830 -0.285
H -3.44786 -4.46345 -3.76949 0.270
H -4.85945 -5.53531 -3.58074 0.267
H -3.43104 -7.29291 -2.58465 0.299
C -7.77538 1.95296 -0.68832 -0.287
C -9.17675 1.55155 -0.27421 0.315
O -9.11473 1.65657 1.13500 -0.316
C -8.15758 2.57378 1.45374 0.648
O -8.00917 3.05669 2.52112 -0.499
O -7.40386 2.84928 0.36173 -0.290
F -9.47162 0.27509 -0.61633 -0.280
H -7.10804 1.09041 -0.68492 0.169
H -7.72558 2.44871 -1.65251 0.258
H -9.96727 2.20423 -0.64738 0.274
C 5.72177 1.17827 3.96879 0.428
C 4.30103 1.08334 4.48377 0.508
O 4.46512 1.29877 5.86355 -0.397
C 5.58963 2.05893 6.04704 0.532
O 5.88146 2.61032 7.04406 -0.463
O 6.31055 2.08748 4.89155 -0.361
F 3.75522 -0.14500 4.26610 -0.295
H 6.22833 0.21273 4.02899 0.303
H 5.78989 1.56204 2.95383 -0.525
H 3.62966 1.84049 4.07617 0.292

---

[8]
26
Properties=species:S:1:pos:R:3:nbo_charge:R:1 method="wB97M-V/def2-TZVPD" e_tot_ha=-406.71996 lumo_ev="0.714 / 0.714" de_lowest_kj_mol=552.3
C 0.30735 -0.34079 -1.08957 0.539
C 0.22794 -0.66095 0.27735 -0.030
C -1.61815 1.78608 0.57729 -0.420
C 0.57166 1.94724 1.51063 -0.419
C 1.54538 0.21960 -1.71012 -0.676
C -0.92103 -1.25334 1.03083 -0.655
C 0.72952 -2.46369 -0.93149 -0.720
N -0.23748 1.42878 0.44490 -0.636
O -0.75951 -0.22381 -1.88600 -0.663
H -1.56705 -0.45062 -1.40314 0.486
H 1.16058 -0.57670 0.81513 0.234
H -2.22556 1.38481 -0.24316 0.168
H -1.76516 2.88083 0.55448 0.181
H -2.09443 1.42778 1.51604 0.137
H 1.62020 1.64674 1.40378 0.176
H 0.56009 3.05181 1.52963 0.174
H 0.23094 1.62411 2.51949 0.137
H 2.42943 -0.04798 -1.13479 0.224
H 1.43867 1.30386 -1.72763 0.263
H 1.65390 -0.15037 -2.73091 0.228
H -0.68023 -2.25895 1.38147 0.228
H -1.84007 -1.30656 0.44188 0.201
H -1.13022 -0.65155 1.91737 0.245
H 1.24366 -2.94027 -0.10075 0.201
H 1.35805 -2.46541 -1.81842 0.203
H -0.23851 -2.91063 -1.14429 0.193

---

| no. | F_max (eV/Å) |
| --- | --- |
| 1 | 0.4 |
| 2 | 0.7 |
| 3 | 2.2 |
| 4 | 0.8 |
| 5 | 6.4 |
| 6 | 1.9 |
| 7 | 2.9 |
| 8 | 2.7 |